{"formula": "C18H31IN8OPbS", "method": "ωB97M-V/def2-TZVPD", "orbital_gap_ha": 0.181, "multiplicity": 1, "homo_energy_ha": -0.7235, "total_charge": 4, "symbols": ["N", "H", "H", "H", "H", "H", "H", "C", "H", "H", "C", "C", "H", "N", "C", "C", "N", "C", "N", "H", "N", "H", "C", "N", "C", "H", "H", "S", "C", "I", "C", "N", "H", "N", "C", "H", "Pb", "H", "H", "H", "H", "O", "H", "C", "H", "H", "C", "C", "H", "H", "C", "H", "H", "C", "C", "H", "H", "H", "H", "C", "H"], "coordinates": [[-0.3561, 0.3649, 2.6013], [-2.0861, -2.4097, 3.4774], [3.7453, 2.5610, 0.1650], [3.6999, -4.1360, 0.5802], [2.9124, 3.9520, -0.5516], [2.1242, -3.7040, 1.1200], [-3.6930, 0.2646, 1.6752], [-3.1156, -1.7486, 1.0819], [2.6283, 0.1569, 1.9771], [-2.6293, 3.2641, -2.9281], [0.5704, 2.6045, -0.9326], [0.5884, 3.6028, -1.8938], [2.6616, 1.8431, 2.4910], [1.4330, -1.4221, -3.6269], [2.8908, -2.5028, -0.3377], [2.0117, 1.0458, 2.1343], [-0.5136, 1.8608, -0.7549], [1.6359, 2.3319, 0.0934], [2.9077, -3.5113, 0.5174], [-2.2242, 0.0150, 3.4920], [1.3531, 1.3748, 0.8890], [-1.3576, -2.7904, 1.0649], [-1.2436, -0.4557, 3.4331], [-1.6912, -1.9156, 1.4572], [-3.5409, -0.3156, 0.7612], [-3.7561, -2.1104, 1.8887], [1.3918, -0.4214, -3.7391], [-0.7543, -1.0989, -2.1221], [-0.5617, 3.7978, -2.6588], [4.2026, -3.6881, -2.7965], [-1.6496, 2.0994, -1.3934], [0.5151, -3.3490, -2.7691], [-4.5724, 1.3676, -2.0248], [-2.5355, 0.3714, -0.0411], [-1.3447, -1.8739, 2.8805], [1.2855, -0.0195, 3.8690], [-0.2547, -0.3036, 0.2333], [-0.5685, 4.5473, -3.4405], [-0.3851, -2.3797, 3.0034], [0.7713, 1.6572, 3.8093], [2.0904, -1.9277, -4.2132], [1.9098, -1.7163, -0.4553], [4.1293, -1.3060, -1.5985], [4.1245, -2.3015, -1.1719], [-4.5026, -0.3820, 0.2550], [-3.2990, -2.3779, 0.2120], [-1.7144, 3.0687, -2.3846], [0.5443, -2.0465, -2.8947], [2.8695, 3.6889, 1.1873], [-4.9008, 1.6370, -0.3124], [2.8525, 3.1879, 0.2157], [1.4566, 4.2248, -2.0598], [1.1584, -3.9474, -3.2773], [0.9344, 0.7656, 3.2025], [-2.8235, 1.3460, -0.8239], [-4.1940, 2.9223, -1.2922], [5.0306, -2.4699, -0.5950], [-0.8467, 1.1964, 2.2789], [-0.2522, -3.8012, -2.2961], [-4.1980, 1.8491, -1.1131], [-0.8647, -0.5367, 4.4516]]}

=====

{"formula": "C5H8O", "method": "ωB97M-V/def2-TZVPD", "orbital_gap_ha": 0.392, "multiplicity": 1, "de_lowest_ev": 2.254, "homo_energy_ha": -0.3489, "total_charge": 0, "symbols": ["C", "C", "H", "H", "H", "C", "C", "H", "H", "H", "H", "C", "H", "O"], "coordinates": [[-0.3568, -0.8087, -0.5814], [-0.2672, 0.7238, -0.4534], [-0.6096, -1.3483, -1.4942], [-1.3549, 0.9803, 1.4943], [1.2800, 0.6467, 1.2497], [-1.4684, 0.5813, 0.4780], [1.1379, 0.5337, 0.1799], [1.8263, -1.4200, -0.6382], [-0.3672, 1.3906, -1.3142], [1.9113, 1.0466, -0.4019], [1.0102, -1.5830, 0.9346], [1.0477, -1.0031, 0.0020], [-2.4236, 0.9355, 0.0609], [-1.3853, -0.8576, 0.4254]]}

=====

{"formula": "C7H10N", "method": "ωB97M-V/def2-TZVPD", "orbital_gap_ha": [0.247, 0.321], "multiplicity": 1, "de_lowest_ev": 8.970, "homo_energy_ha": [-0.5218, -0.5467], "total_charge": 1, "symbols": ["H", "C", "N", "C", "H", "C", "C", "H", "H", "H", "H", "C", "C", "H", "H", "C", "H", "H"], "coordinates": [[0.1553, -2.3422, 0.3618], [-0.5440, -1.5798, 0.7124], [-0.2363, 0.2614, -0.7909], [1.5249, -0.1675, 0.5411], [2.0634, -1.1541, 0.3624], [0.0386, 1.3812, -1.5072], [0.0542, -0.1278, 0.6101], [-0.6262, 1.8814, 1.2142], [-0.7683, -0.0786, -2.9981], [-0.6848, -1.8324, 1.7278], [-0.3071, 0.7239, 2.6392], [0.0168, 0.0657, -2.2655], [-0.6841, 0.8319, 1.5375], [1.8830, 0.8877, 0.3833], [-1.2756, -1.5877, -0.0010], [0.1618, 2.5884, -1.8327], [1.0259, -0.3832, -2.4192], [-1.7974, 0.6315, 1.7249]]}

=====

{"formula": "C32H20BrClCrF4NO3PS", "method": "ωB97M-V/def2-TZVPD", "orbital_gap_ha": [0.279, 0.278], "multiplicity": 5, "homo_energy_ha": [-0.2817, -0.2809], "total_charge": 0, "s2": 6.045, "symbols": ["C", "H", "O", "C", "F", "C", "C", "S", "H", "H", "C", "C", "Cl", "C", "H", "C", "C", "C", "H", "C", "C", "P", "C", "C", "O", "H", "Br", "H", "C", "C", "H", "H", "C", "F", "C", "C", "C", "F", "C", "C", "C", "O", "C", "H", "C", "H", "C", "C", "H", "H", "C", "H", "C", "H", "Cr", "N", "H", "H", "C", "C", "F", "C", "H", "H", "H"], "coordinates": [[-3.5323, -3.7625, -0.6339], [0.8600, -2.7689, 0.2854], [1.4372, 3.1090, -3.2776], [1.6469, -0.7435, -6.8602], [-5.1010, 1.3611, 0.8991], [0.7951, 3.0305, 0.0343], [2.4123, 4.5731, 0.9035], [1.6878, 1.7106, -3.0924], [-0.8731, -0.3747, 3.8741], [-0.0163, -1.6879, -5.8494], [1.0074, 2.1871, 1.1221], [0.0369, -0.0934, -3.4838], [-0.2239, -3.8548, 2.4052], [0.7471, -0.9221, -5.8197], [3.3441, 4.0134, 2.7542], [-3.9684, 1.5133, 1.5790], [2.6277, 3.7373, 1.9918], [1.4951, 4.2216, -0.0748], [2.9672, 5.4978, 0.8136], [0.8075, -1.4408, 4.6491], [-4.0210, 2.1685, 2.7915], [0.0587, 0.6314, 1.1608], [0.0642, -2.5871, -0.4366], [0.7863, -0.3527, 2.5058], [-0.7453, -1.0141, -3.1480], [1.5904, -1.3775, -7.7350], [-2.8381, 0.2456, -0.6277], [0.3009, -1.6974, 5.5698], [-1.2269, -3.2042, -0.0417], [-1.4930, -3.7516, 1.2160], [0.0920, 2.7497, -0.7425], [-4.7408, -4.6499, 0.9113], [-1.5746, 1.2014, 1.7971], [-5.1744, 2.6137, 3.2602], [0.8499, -0.0824, -4.7256], [1.8339, 0.8875, -4.6675], [2.0827, -0.8141, 2.2710], [-0.5738, 2.1355, 3.7285], [2.7408, 1.0726, -5.6891], [1.9274, 2.5471, 2.1055], [-2.2904, -3.2486, -0.9588], [2.7525, 1.3071, -2.2123], [2.6301, 0.2412, -6.7961], [-2.1102, -2.8601, -1.9559], [-2.8575, 2.3684, 3.5064], [1.3418, 4.8512, -0.9404], [-3.7702, -4.2551, 0.6423], [2.1053, -1.8726, 4.4253], [2.6161, -2.4623, 5.1748], [3.5091, 1.8310, -5.6252], [-1.6629, 1.8976, 2.9990], [2.5755, -0.5760, 1.3337], [-2.7656, 1.0415, 1.0821], [-2.8867, -4.6556, 2.5597], [-0.0643, -0.6020, -1.0716], [0.3029, 0.9159, -2.6406], [2.0927, 1.8959, 2.9536], [3.7475, -1.9147, 3.0427], [0.1467, -0.6870, 3.6908], [-2.7405, -4.2534, 1.5662], [-2.8929, 3.0083, 4.6665], [2.7415, -1.5635, 3.2297], [0.3825, -3.0149, -1.3984], [-4.3207, -3.7741, -1.3759], [3.3211, 0.3537, -7.6207]]}

=====

{"formula": "C5H3FOS", "method": "ωB97M-V/def2-TZVPD", "orbital_gap_ha": 0.332, "multiplicity": 1, "de_lowest_ev": 0.116, "homo_energy_ha": -0.3434, "total_charge": 0, "symbols": ["O", "C", "F", "H", "C", "S", "C", "C", "H", "C", "H"], "coordinates": [[2.8786, -1.2904, -0.0996], [1.7686, -0.7954, -0.0448], [-2.8349, -1.2990, -0.0998], [-2.6862, 0.7686, 0.0331], [1.4269, 0.6915, -0.0108], [0.2941, -1.7560, 0.1215], [-0.7560, -0.3038, 0.0188], [-2.0777, -0.1635, -0.0287], [2.1528, 1.4220, -0.1963], [0.1159, 0.8678, 0.1104], [-0.2822, 1.8583, 0.1963]]}

=====

{"formula": "C13H30N4O7Pd", "method": "ωB97M-V/def2-TZVPD", "orbital_gap_ha": [0.234, 0.217], "multiplicity": 3, "homo_energy_ha": [-0.2600, -0.2796], "total_charge": 0, "s2": 2.357, "symbols": ["H", "H", "O", "H", "H", "C", "H", "H", "C", "C", "H", "C", "N", "C", "H", "C", "H", "C", "C", "C", "C", "H", "H", "O", "C", "C", "H", "H", "O", "H", "H", "N", "H", "H", "H", "H", "H", "O", "H", "H", "N", "H", "H", "H", "H", "O", "H", "N", "C", "O", "Pd", "H", "H", "O", "H"], "coordinates": [[-2.7365, -3.4099, -0.2942], [-3.7806, 0.1630, 1.4408], [-0.2359, 1.0133, -2.5672], [3.8108, 0.9496, 3.2506], [-0.1069, 3.2463, 0.9306], [-0.7707, 3.1161, 1.7851], [-2.7208, -1.6164, -3.6116], [-2.5022, 0.1525, -3.5253], [-1.4674, -1.9616, -1.2017], [-1.1113, 1.6618, 1.9960], [-3.1855, -2.9984, -1.9798], [2.4725, -1.7509, -2.8429], [-0.2734, -0.0940, -1.9096], [2.2110, 0.5198, 1.9448], [1.7491, -2.3547, -3.3667], [2.7795, 0.5803, 3.3125], [-1.2880, -0.8635, -4.3286], [-2.5733, 1.4186, 0.1408], [-2.3481, -3.1542, -1.2882], [3.0363, 2.8252, 1.1303], [2.3791, 1.5067, 0.9096], [-3.9321, 1.9190, 1.7592], [-1.9898, 1.5500, 2.6605], [1.5212, 2.1884, -1.0956], [-3.8122, 1.1575, 0.9718], [-1.2512, -0.9847, -2.1996], [2.7659, -0.4220, 3.7680], [2.6631, -0.6226, -3.0584], [1.9743, -2.4572, 0.0645], [2.0507, -4.2253, -2.3981], [-4.6995, 1.2121, 0.3295], [-0.6913, -1.8095, -0.0994], [-2.4736, 2.4900, -0.0673], [0.8361, 1.7468, -1.7742], [-2.6176, 0.8940, -0.8132], [-1.7652, -4.0198, -1.6476], [4.1142, 2.6994, 1.2872], [-1.3753, 0.9539, 0.7607], [2.2026, 1.2721, 3.9493], [-0.2810, 3.5039, 2.6795], [1.3623, -0.4381, 1.6116], [1.7838, -3.1386, -1.1539], [1.3575, -2.8327, 0.7896], [-0.2795, 1.1066, 2.4598], [2.8773, 3.4830, 0.2705], [1.5120, -3.4765, -2.1786], [0.1137, -1.7018, 2.0062], [1.7361, 1.1966, -0.2182], [-1.9841, -0.8175, -3.4776], [-1.0194, -2.2737, 1.0452], [0.9372, -0.7168, -0.3362], [3.1502, -2.1233, -2.0111], [-1.6762, 3.7045, 1.6242], [0.8986, -1.2795, 2.5305], [2.6535, 3.3126, 2.0360]]}

=====

Number 1: E_tot -57282.4590 eV. Number 2: E_tot -7360.0010 eV. Number 3: E_tot -8894.6235 eV. Number 4: E_tot -183121.2885 eV. Number 5: E_tot -20832.6175 eV. Number 6: E_tot -37727.5502 eV.